Here is 2 unconnected molecules or ions with the total composition C9H14 in a non-equilibrium geometry from OMol25. Energies are from the ωB97M-V functional and the def2-TZVPD basis.

For the energy relative to the best compared isomer or geometry (same formula, charge and spin), the calculation gives 11.5 kcal/mol. The spin multiplicity is 1. Its frontier orbital gap is 10.0 eV. The value obtained for the maximum force is 1.52 eV/A. The calculation puts the LUMO energy at 1.0 eV.

Each atom is followed by the atoms it is bonded to, with distances in Å.
Element x y z (Å)
1 C -0.7568 2.5868 0.3597  C2 1.494, H8 1.096, H9 1.087, H10 1.093
2 C -0.7177 1.2724 -0.3499  C1 1.494, C3 1.393, C7 1.401
3 C 0.1284 1.0334 -1.4300  C2 1.393, C4 1.391, H11 1.083
4 C 0.2387 -0.2712 -1.9002  C3 1.391, C5 1.384, H12 1.081
5 C -0.5852 -1.3024 -1.4852  C4 1.384, C6 1.401, H13 1.080
6 C -1.5933 -0.9893 -0.5644  C5 1.401, C7 1.378, H14 1.082
7 C -1.6907 0.2994 -0.0869  C2 1.401, C6 1.378, H15 1.082
8 H 0.0763 2.6755 1.0660  C1 1.096
9 H -1.6671 2.7383 0.9348  C1 1.087
10 H -0.6322 3.4402 -0.3122  C1 1.093
11 H 0.8026 1.8125 -1.7640  C3 1.083
12 H 1.0681 -0.5339 -2.5414  C4 1.081
13 H -0.4784 -2.3109 -1.8562  C5 1.080
14 H -2.4281 -1.6652 -0.4352  C6 1.082
15 H -2.4756 0.6112 0.5891  C7 1.082
16 C 1.4231 -1.7886 2.2884  C17 1.548, H18 1.087, H19 1.090, H20 1.086
17 C 2.4937 -0.7313 1.9258  C16 1.548, H21 1.089, H22 1.091, H23 1.089
18 H 1.3195 -2.6813 1.6771  C16 1.087
19 H 1.6667 -2.0737 3.3122  C16 1.090
20 H 0.4837 -1.2467 2.2404  C16 1.086
21 H 2.6628 -0.6532 0.8530  C17 1.089
22 H 3.4631 -0.9719 2.3645  C17 1.091
23 H 2.1686 0.2536 2.2580  C17 1.089